# 1
93
Properties=species:S:1:pos:R:3:mulliken_charge:R:1 method="wB97M-V/def2-TZVPD" charge=+3 e_above_lowest_ev=3.159 lumo_ha=-0.40317 orbital_gap_ha=0.1054
In 1.014 0.034 0.034 3.114
P 2.667 1.025 1.268 0.706
P 0.073 1.758 -1.172 0.242
P 2.395 -0.481 -1.751 -0.124
H -0.783 -2.185 0.034 0.284
C 0.238 -1.979 -0.291 -0.613
C 1.301 -2.003 0.704 0.010
H 1.044 -2.211 1.739 -0.381
C 2.429 1.431 3.063 -1.409
C 3.480 2.626 0.786 -1.268
C 4.186 -0.019 1.479 -1.356
C -1.299 1.395 -2.378 -1.139
C -0.734 3.191 -0.303 -1.236
C 1.105 2.816 -2.301 -1.122
C 3.309 -2.090 -1.726 -1.586
C 3.819 0.590 -2.262 -1.297
C 1.570 -0.694 -3.394 -1.666
H 0.424 -2.437 -1.264 0.381
H 2.251 -2.463 0.444 0.524
H 2.019 0.561 3.584 0.291
H 1.729 2.263 3.167 0.340
H 3.381 1.710 3.531 0.779
H 2.729 3.423 0.808 0.368
H 3.868 2.555 -0.233 0.346
H 4.302 2.892 1.463 0.543
H 3.891 -0.962 1.947 0.358
H 4.943 0.477 2.099 0.581
H 4.623 -0.252 0.505 0.296
H -1.659 2.301 -2.882 0.537
H -2.130 0.921 -1.850 0.289
H -0.941 0.685 -3.127 0.252
H -1.097 3.931 -1.026 0.640
H -0.002 3.668 0.357 0.382
H -1.578 2.860 0.306 0.408
H 0.496 3.609 -2.751 0.604
H 1.543 2.222 -3.106 0.367
H 1.918 3.273 -1.729 0.326
H 3.869 -2.206 -2.660 0.534
H 2.610 -2.924 -1.625 0.441
H 4.006 -2.117 -0.885 0.361
H 4.271 0.213 -3.187 0.560
H 4.579 0.585 -1.476 0.442
H 3.496 1.619 -2.417 0.293
H 2.272 -1.074 -4.145 0.644
H 1.162 0.256 -3.743 0.538
H 0.743 -1.399 -3.278 0.402
C -1.604 -0.843 -7.098 0.570
C -2.721 -1.377 -7.746 -0.548
C -2.924 -2.757 -7.749 -0.527
C -2.022 -3.607 -7.110 -0.587
C -0.908 -3.062 -6.466 -0.334
C -0.693 -1.686 -6.455 -0.261
O -1.348 0.508 -7.061 -0.517
H -2.054 0.970 -7.542 0.302
H -3.428 -0.716 -8.246 0.300
H -3.795 -3.165 -8.255 0.378
H -2.183 -4.680 -7.114 0.389
H -0.198 -3.713 -5.965 0.367
H 0.168 -1.252 -5.958 0.460
C -2.944 3.262 4.950 -0.710
C -2.036 3.682 3.977 -0.962
C -1.380 2.742 3.178 0.073
C -1.626 1.373 3.336 0.112
C -2.545 0.957 4.324 -0.371
C -3.199 1.900 5.124 -0.852
P -0.657 0.212 2.322 -0.210
C -0.005 -0.602 3.914 0.799
C 0.172 -2.006 4.052 -0.739
C 0.678 -2.580 5.225 -1.037
C 1.009 -1.782 6.312 -0.719
C 0.814 -0.409 6.242 -0.756
C 0.306 0.173 5.074 0.089
C -2.175 -0.621 1.754 0.988
C -2.654 -1.775 2.418 -0.646
C -3.820 -2.415 2.007 -0.875
C -4.539 -1.914 0.929 -0.727
C -4.095 -0.763 0.272 -0.936
C -2.921 -0.117 0.690 -0.533
H -3.441 3.991 5.577 0.438
H -1.826 4.736 3.851 0.473
H -0.656 3.085 2.459 0.314
H -2.743 -0.091 4.500 0.451
H -3.891 1.573 5.889 0.481
H -0.087 -2.706 3.282 0.413
H 0.813 -3.653 5.288 0.478
H 1.406 -2.234 7.216 0.438
H 1.062 0.210 7.096 0.489
H 0.196 1.246 5.081 0.486
H -2.165 -2.194 3.272 0.542
H -4.164 -3.297 2.536 0.494
H -5.447 -2.413 0.616 0.432
H -4.666 -0.366 -0.554 0.511
H -2.599 0.779 0.204 0.595

---

# 2
46
Properties=species:S:1:pos:R:3:mulliken_spin:R:1 method="wB97M-V/def2-TZVPD" s_squared=2.03 charge=0 multiplicity=3 lumo_ha="-0.10344 / -0.09145" orbital_gap_ha="0.0866 / 0.0938"
Mo -1.138 0.124 2.572 1.946
Si -2.741 0.543 0.634 -0.049
P -0.612 -1.717 1.189 -0.067
P 0.073 1.754 1.365 -0.047
H 0.498 -0.394 -1.840 0.002
C 0.921 -2.740 1.343 -0.013
H 0.660 -3.787 1.140 0.002
H 1.350 -2.676 2.357 0.002
H 1.696 -2.442 0.627 0.004
C -0.933 -2.269 -0.576 0.011
H -0.651 -3.335 -0.627 0.002
H -0.355 -1.757 -1.361 0.002
H -1.996 -2.190 -0.837 -0.003
C -1.780 -2.935 1.940 -0.019
H -1.482 -3.927 1.544 0.005
H -2.816 -2.734 1.631 0.008
H -1.736 -2.952 3.036 0.009
C 1.875 2.060 1.600 -0.011
H 2.035 3.144 1.474 0.000
H 2.473 1.529 0.849 0.005
H 2.211 1.759 2.602 0.001
C -0.004 2.665 -0.260 0.009
H 0.646 3.550 -0.126 0.000
H -1.022 3.012 -0.486 -0.001
H 0.379 2.073 -1.106 0.005
C -0.565 3.155 2.376 -0.024
H 0.112 3.996 2.095 0.006
H -0.514 2.960 3.459 0.009
H -1.598 3.410 2.082 0.007
C -2.757 0.673 -1.272 0.005
H -2.476 -0.327 -1.645 0.000
H -2.050 1.485 -1.518 0.000
H -3.806 0.936 -1.566 0.000
H -3.902 -0.382 0.690 0.036
H -3.483 1.812 0.835 0.040
C 1.971 -0.182 -2.727 0.038
O 0.776 0.306 -2.475 0.003
C 2.696 -0.992 -1.701 0.008
H 3.797 -0.834 -1.875 0.001
H 2.437 -2.097 -1.779 0.002
H 2.433 -0.672 -0.650 -0.008
C 2.371 0.082 -4.121 0.000
H 3.374 0.534 -4.163 0.001
H 1.645 0.788 -4.560 0.000
H 2.413 -0.841 -4.740 0.002
S -0.428 -0.168 4.571 0.070

---

# 3
24
Properties=species:S:1:pos:R:3:mulliken_charge:R:1 method="wB97M-V/def2-TZVPD" smiles="C=C.O.O.O.O.O.O" charge=0 e_above_lowest_ev=1.352 lumo_ha=0.01276 orbital_gap_ha=0.3988
C -2.066 -1.872 0.260 -0.339
C -2.284 -0.692 -0.311 -0.386
H -1.162 -2.414 0.546 0.129
H -3.008 -2.366 0.566 0.194
H -1.578 0.071 -0.681 0.263
H -3.412 -0.540 -0.397 0.152
O 0.861 1.432 -1.595 -0.790
H 0.699 0.548 -2.007 0.367
H 1.833 1.369 -1.212 0.483
O 0.835 -1.211 -1.735 -0.725
H -0.113 -1.244 -1.497 0.276
H 1.138 -1.222 -0.824 0.444
O -0.860 0.684 2.204 -0.654
H -1.751 0.715 2.608 0.332
H -1.020 1.219 1.419 0.367
O 3.192 0.630 -0.566 -0.735
H 3.466 -0.034 -1.211 0.348
H 2.889 0.056 0.208 0.330
O -0.808 2.682 0.112 -0.775
H -0.292 3.310 0.705 0.311
H -0.030 2.325 -0.556 0.429
O 1.488 -1.034 1.176 -0.659
H 1.193 -1.949 1.196 0.286
H 0.789 -0.465 1.589 0.352

---

# 4
20
Properties=species:S:1:pos:R:3:mulliken_charge:R:1 method="wB97M-V/def2-TZVPD" charge=+1 e_above_lowest_ev=2.335 lumo_ha=-0.17484 orbital_gap_ha=0.3018
C -0.411 0.114 1.973 -0.650
C -0.141 1.386 1.800 -0.425
C -0.353 -0.838 -0.381 -0.184
C -0.483 -0.949 0.955 0.796
C 0.611 1.346 -0.525 0.371
C 1.037 1.720 -1.845 -0.988
C 0.046 -1.680 -1.555 0.344
N 0.347 1.959 0.582 -0.087
N -1.026 -2.180 1.400 -0.497
F -0.131 -2.987 -1.267 -0.253
F 1.405 -1.468 -1.811 -0.227
H -0.696 -0.117 2.937 0.416
H -0.273 1.928 2.717 0.323
H 1.544 0.776 -2.196 0.320
H 0.023 1.781 -2.494 0.290
H 1.655 2.642 -1.678 0.374
H -0.655 -1.327 -2.339 0.270
H 0.512 2.955 0.868 0.342
H -1.721 -2.176 2.112 0.239
H -1.290 -2.884 0.748 0.227

---

# 5
92
Properties=species:S:1:pos:R:3:mulliken_charge:R:1 method="wB97M-V/def2-TZVPD" charge=0 lumo_ha=-0.01351 orbital_gap_ha=0.3383
C 2.096 1.070 -1.240 -0.555
C 2.209 -0.205 -0.330 -0.384
C 1.812 -1.506 -1.094 -0.157
Cl 2.905 -2.866 -0.580 -0.093
B 0.323 -1.940 -0.734 0.128
C -0.926 -0.991 -1.032 -0.253
C -1.414 -0.091 -0.040 -1.166
C -2.561 0.620 -0.486 0.072
C -3.072 0.410 -1.760 -0.455
N -2.619 -0.391 -2.735 -0.518
C -1.556 -1.045 -2.282 -0.706
H 2.119 1.926 -0.539 -0.044
H 2.973 1.178 -1.915 0.329
H 1.123 1.122 -1.759 0.163
H 1.598 0.003 0.566 0.096
H 3.274 -0.295 -0.062 0.563
H 1.831 -1.321 -2.189 0.343
H 0.086 -2.977 -0.210 -0.257
H -0.957 0.015 0.929 1.503
H -3.046 1.334 0.182 0.310
H -4.014 0.990 -2.045 0.652
H -1.107 -1.739 -3.015 0.402
C -5.625 3.940 -1.653 0.286
Cl -5.841 4.076 -3.402 -0.112
Cl -7.164 3.494 -0.901 -0.102
Cl -4.413 2.690 -1.306 -0.058
Cl -5.077 5.496 -0.999 -0.113
C -0.186 3.708 1.367 0.096
Cl -1.576 4.730 0.913 -0.099
Cl -0.077 3.559 3.126 -0.072
Cl -0.413 2.091 0.666 0.263
Cl 1.301 4.432 0.739 -0.007
C 5.484 5.573 1.713 0.278
Cl 4.539 5.552 0.215 -0.075
Cl 7.050 4.798 1.433 -0.031
Cl 5.739 7.248 2.225 -0.090
Cl 4.604 4.697 2.975 -0.087
C 4.810 -6.453 -0.962 0.313
Cl 3.053 -6.668 -0.929 -0.013
Cl 5.258 -5.122 0.115 -0.100
Cl 5.596 -7.943 -0.419 -0.098
Cl 5.334 -6.077 -2.611 -0.081
C -7.529 -0.832 -2.143 0.393
Cl -7.770 -2.291 -1.165 -0.090
Cl -5.805 -0.618 -2.462 -0.053
Cl -8.398 -1.001 -3.676 -0.117
Cl -8.151 0.576 -1.266 -0.086
C 3.788 2.850 -4.908 0.313
Cl 5.065 3.679 -5.810 -0.105
Cl 3.969 3.191 -3.180 -0.024
Cl 2.208 3.423 -5.458 -0.092
Cl 3.912 1.105 -5.178 -0.097
C -0.612 -5.053 2.497 0.131
Cl 0.009 -5.647 4.045 -0.106
Cl -2.070 -5.955 2.060 -0.097
Cl -1.009 -3.331 2.647 -0.006
Cl 0.619 -5.273 1.247 -0.019
C -8.588 -6.668 -1.954 0.292
Cl -9.507 -6.785 -3.462 -0.116
Cl -7.012 -7.446 -2.162 -0.100
Cl -8.353 -4.961 -1.538 -0.045
Cl -9.479 -7.479 -0.657 -0.052
C 11.004 5.694 0.956 0.339
Cl 9.878 4.408 0.492 -0.100
Cl 11.155 6.853 -0.372 -0.103
Cl 10.385 6.519 2.392 -0.033
Cl 12.589 4.993 1.311 -0.098
C -0.626 7.556 4.556 0.277
Cl -2.053 7.797 5.575 -0.106
Cl -0.011 9.127 4.019 -0.102
Cl 0.628 6.718 5.485 -0.104
Cl -1.064 6.578 3.147 0.012
C 10.274 10.204 4.614 0.310
Cl 10.932 9.587 6.137 -0.094
Cl 8.823 9.284 4.184 -0.048
Cl 9.854 11.912 4.801 -0.099
Cl 11.483 10.030 3.335 -0.080
C -3.287 -0.101 3.980 0.300
Cl -2.368 -0.048 2.461 0.077
Cl -4.828 -0.922 3.702 -0.109
Cl -2.358 -0.981 5.203 -0.108
Cl -3.587 1.551 4.540 -0.108
C 3.975 -9.666 -4.280 0.322
Cl 2.678 -8.508 -3.959 -0.062
Cl 5.459 -8.793 -4.689 -0.081
Cl 4.251 -10.659 -2.841 -0.086
Cl 3.512 -10.708 -5.635 -0.105
C -13.093 -9.406 0.695 0.347
Cl -14.837 -9.705 0.726 -0.101
Cl -12.717 -7.996 1.697 -0.093
Cl -12.240 -10.823 1.326 -0.094
Cl -12.575 -9.099 -0.968 -0.069

---

# 6
38
Properties=species:S:1:pos:R:3:mulliken_charge:R:1 method="wB97M-V/def2-TZVPD" charge=-1 e_above_lowest_ev=0.000 lumo_ha=0.07411 orbital_gap_ha=0.3395
Li 6.132 10.727 -15.551 0.796
C 4.042 9.702 -15.819 0.993
O 5.106 9.366 -16.686 -0.956
O 2.889 9.320 -16.062 -0.211
O 4.399 10.548 -14.935 -0.802
O 5.814 6.929 -15.044 -0.684
H 5.208 7.738 -15.014 0.328
H 6.307 7.010 -15.836 0.401
O 0.772 8.420 -16.938 -0.686
H 1.635 8.844 -16.787 0.487
H 0.793 7.905 -17.703 0.247
O 2.591 7.144 -14.690 -0.675
H 1.722 7.193 -14.295 0.284
H 2.771 8.023 -15.073 0.105
O 6.508 7.060 -17.893 -0.697
H 5.648 7.413 -17.997 0.316
H 7.074 7.602 -18.416 0.261
O 3.437 9.381 -12.802 -0.652
H 3.326 9.872 -13.595 0.150
H 3.773 10.077 -12.168 0.312
O 3.859 7.339 -17.867 -0.796
H 3.451 6.751 -17.220 0.359
H 4.039 8.133 -17.358 0.249
O 2.907 10.432 -18.626 -0.680
H 3.210 9.943 -17.908 0.317
H 3.620 10.317 -19.271 0.299
O 6.597 11.122 -17.652 -0.789
H 5.908 10.431 -17.613 0.462
H 5.927 11.853 -17.574 0.373
O 3.360 12.920 -14.992 -0.687
H 4.045 13.400 -14.532 0.269
H 3.707 12.003 -14.826 0.390
O 6.117 10.380 -12.814 -0.677
H 5.367 10.328 -13.382 0.331
H 6.337 9.470 -12.569 0.325
O 1.010 10.388 -14.488 -0.714
H 1.728 10.082 -15.065 0.335
H 0.163 10.033 -14.816 0.320

---

# 7
35
Properties=species:S:1:pos:R:3:mulliken_charge:R:1 method="wB97M-V/def2-TZVPD" charge=-1 e_above_lowest_ev=0.000 lumo_ha=0.04611 orbital_gap_ha=0.2506
Zr 1.334 1.094 -1.404 1.520
Se 3.341 0.032 -2.856 -0.348
Se 4.060 0.639 -0.753 -0.260
Te 4.032 3.245 -0.807 0.024
Se 2.023 3.505 -2.280 -0.513
O -5.063 3.924 0.568 -0.730
C -4.896 3.127 -0.374 0.482
O -5.697 2.633 -1.183 -0.714
C -3.423 2.693 -0.583 0.249
C -2.416 3.169 0.249 -0.888
C -1.112 2.768 0.052 -0.227
N -0.768 1.933 -0.937 -0.022
C -1.735 1.477 -1.748 0.624
C -3.061 1.819 -1.604 -0.678
C -1.237 0.561 -2.833 0.468
O -1.958 -0.050 -3.575 -0.616
O 0.088 0.519 -2.874 -0.736
H -2.687 3.851 1.043 0.469
H -0.307 3.109 0.690 0.556
H -3.822 1.429 -2.266 0.582
O 1.361 1.172 0.814 -0.278
N 1.477 0.082 1.482 -0.565
N 1.237 -0.949 0.784 1.146
O 0.877 -0.855 -0.476 -0.681
C 1.437 -2.261 1.332 0.356
C 1.990 -2.405 2.595 -0.319
C 2.181 -3.691 3.078 -0.468
C 1.832 -4.794 2.313 -0.479
C 1.283 -4.620 1.052 -0.512
C 1.080 -3.344 0.547 -0.432
H 2.268 -1.542 3.180 0.453
H 2.614 -3.831 4.060 0.362
H 1.992 -5.791 2.701 0.370
H 1.010 -5.474 0.447 0.359
H 0.664 -3.172 -0.434 0.447

---

# 8
17
Properties=species:S:1:pos:R:3:mulliken_charge:R:1 method="wB97M-V/def2-TZVPD" charge=0 e_above_lowest_ev=9.458 lumo_ha=0.03852 orbital_gap_ha=0.3371
C 1.905 0.618 0.283 -0.601
C 0.559 -0.743 0.114 -0.462
C -1.039 -0.815 -0.308 0.052
C -1.655 -0.373 0.899 -0.710
C -1.070 0.960 0.170 -0.058
C 0.411 0.768 0.048 -0.050
H 1.904 0.667 1.577 0.215
H 2.626 1.216 -0.203 0.323
H 2.547 -1.454 -0.097 0.311
H 0.586 -1.337 1.043 0.322
H -1.384 -1.628 -1.152 0.296
H -1.271 -0.690 1.759 0.465
H -2.786 -0.426 0.570 0.202
H -1.447 1.988 0.510 0.348
H 0.559 1.015 -0.967 0.195
N 1.849 -0.633 -0.311 -0.440
O -1.118 0.323 -1.013 -0.409

---

Looking at maximum force for the records above, in order, we have 7.516 2.836 3.251 5.416 4.134 5.342 0.652 10.616 eV/Å.